1.
The following is a quantum chemistry calculation of a cluster of 2 separate species, C10H19P in total at a distorted geometry, from the OMol25 dataset.

Computed properties:
Strongest force on any atom in eV/Å: 5.56
Energy above the lowest of the compared OMol25 structures with the same formula, charge and spin in eV: 2.7160
Calculated total energy in hartree: -733.6019
2S+1: 1
LUMO energy in eV: 0.94
Charge: 0
HOMO-LUMO gap in eV: 9.9467

Cartesian coordinates (Å):
C1 -1.74864 -1.65721 -0.00136
C2 -1.26510 -0.82713 1.19706
P1 -1.47887 -1.32409 2.88915
C3 -0.67803 0.39119 1.04710
C4 -0.39638 1.26700 -0.12217
C5 1.20875 1.09104 -0.50172
C6 1.64698 -0.36327 -0.96058
C7 1.21592 -0.62810 -2.36164
C8 3.18413 -0.58917 -0.76190
H1 -1.30197 -2.73253 -0.08235
H2 -1.35545 -1.09479 -0.83312
H3 -2.83361 -1.78576 0.01056
H4 -1.03323 -2.64451 2.58791
H5 -2.81363 -1.80296 2.68179
H6 -0.32455 0.89339 1.97200
H7 -0.52368 2.27333 0.19058
H8 -0.93260 1.01021 -1.03055
H9 1.75327 1.16229 0.38859
H10 1.40578 1.93633 -1.18427
H11 1.13134 -1.01067 -0.37087
H12 0.14408 -0.71451 -2.49019
H13 1.61651 -1.44491 -2.91952
H14 1.39764 0.36298 -2.94679
H15 3.61350 -0.86379 -1.69178
H16 3.25950 -1.46034 -0.08568
H17 3.77304 0.17219 -0.31158
C9 -2.38207 2.93511 3.05244
C10 -2.92991 1.87637 2.87032
H18 -1.84601 3.74973 3.05886
H19 -3.44838 0.88559 2.77191

2.
The following is a quantum chemistry calculation of a cluster of 3 separate species, C7H15N in total at a distorted geometry, from the OMol25 dataset.

Computed properties:
Strongest force on any atom in eV/Å: 2.39
Energy above the lowest of the compared OMol25 structures with the same formula, charge and spin in eV: 6.6724
Calculated total energy in hartree: -330.2227
2S+1: 1
LUMO energy (spin up / spin down) in eV: 0.84 / 0.83
Charge: 0
HOMO-LUMO gap (spin up / spin down) in eV: 7.0177 / 6.8033

Cartesian coordinates (Å):
C1 1.39662 0.65879 0.16323
C2 -1.47741 1.68249 0.19998
C3 -2.93120 -0.89683 -0.27263
C4 2.13156 0.43142 -1.12767
C5 2.00683 0.02568 1.38200
C6 -1.00814 0.31347 0.01329
C7 -0.40404 -0.74005 -0.17609
N1 0.04346 -1.98550 -0.29267
H1 1.14702 1.70581 0.31991
H2 -0.20600 -2.63878 0.43460
H3 0.20985 -2.36435 -1.21250
H4 -2.53376 1.77473 -0.05169
H5 -0.92885 2.39930 -0.41382
H6 -1.35715 1.99594 1.23900
H7 -3.41886 -0.31223 -1.04812
H8 -3.38587 -0.78478 0.70879
H9 -2.83216 -1.93770 -0.57146
H10 2.22549 -0.63727 -1.34360
H11 1.62826 0.91045 -1.97056
H12 3.15480 0.83856 -1.09231
H13 1.40638 0.20325 2.27719
H14 2.11468 -1.05587 1.25297
H15 3.01850 0.41346 1.58216

3.
The following is a quantum chemistry calculation of a structure of composition C25H51N7Pt at a distorted geometry, from the OMol25 dataset.

Computed properties:
Strongest force on any atom in eV/Å: 3.40
Energy above the lowest of the compared OMol25 structures with the same formula, charge and spin in eV: 0.0264
Calculated total energy in hartree: -1484.1724
2S+1: 5
LUMO energy (spin up / spin down) in eV: -10.05 / -13.93
Charge: +4
HOMO-LUMO gap (spin up / spin down) in eV: 7.0076 / 5.7188

Cartesian coordinates (Å):
Pt1 0.16904 -0.21688 2.03554
C1 -1.41130 0.81750 4.95641
C2 0.11248 0.88928 4.98982
N1 0.66331 1.13923 3.58088
C3 2.14699 1.17167 3.64025
C4 2.75465 -0.17946 3.41381
N2 2.15904 -0.86613 2.17954
C5 2.44859 -2.32147 2.13027
C6 1.87425 -2.97640 0.89993
C7 0.35893 -3.17791 1.10451
N3 -0.40855 -1.90561 0.92014
C8 -1.84321 -2.11586 1.20282
C9 -2.15581 -2.11203 2.71736
N4 -1.28875 -1.25796 3.59858
C10 -2.04678 -0.49757 4.60390
H1 -1.79178 1.60816 4.30250
H2 -1.70608 1.06468 5.97189
H3 0.53517 -0.05684 5.34694
H4 0.45565 1.70162 5.69006
H5 0.38002 2.12862 3.31887
H6 2.48090 1.49422 4.65766
H7 2.51393 1.94200 2.94056
H8 2.61406 -0.83061 4.30473
H9 3.87031 -0.13581 3.27831
H10 2.65422 -0.43912 1.38838
H11 2.07644 -2.76614 3.04988
H12 3.55044 -2.42433 2.15812
H13 2.32880 -3.94986 0.73058
H14 2.01842 -2.40125 -0.02556
H15 0.13341 -3.51525 2.12581
H16 -0.06975 -3.93618 0.37905
H17 -0.34042 -1.73308 -0.09661
H18 -2.13084 -3.11757 0.82756
H19 -2.48361 -1.37939 0.68602
H20 -2.09682 -3.16381 3.07181
H21 -3.19516 -1.79520 2.80930
H22 -0.63360 -1.87576 4.11302
H23 -2.20321 -1.12579 5.46974
H24 -3.05266 -0.28170 4.19016
C11 0.84342 4.01371 -2.00887
N5 0.93788 3.51695 -0.59737
C12 0.34878 4.61307 0.25715
C13 0.50193 2.10670 -0.45414
C14 -0.95594 1.85352 -0.08738
C15 -1.96258 2.34332 -0.89498
C16 -3.28568 2.07088 -0.53263
C17 -3.59944 1.53237 0.69242
C18 -2.54238 1.08603 1.52802
C19 -1.23649 1.09910 1.08148
H25 1.38199 4.98974 -1.99962
H26 -0.21943 4.16356 -2.25173
H27 1.27124 3.31443 -2.69456
H28 1.94154 3.50509 -0.38546
H29 -0.61903 4.90356 -0.16590
H30 1.04478 5.44189 0.25804
H31 0.27540 4.23237 1.27012
H32 1.15678 1.64310 0.31857
H33 0.76530 1.55864 -1.40595
H34 -1.67162 2.78918 -1.86774
H35 -4.12352 2.36188 -1.13457
H36 -4.64650 1.39206 0.97219
H37 -2.79520 0.72448 2.52324
C20 1.57466 -0.36816 -6.42747
C21 1.12935 -1.74793 -5.88569
N6 0.19663 -1.69720 -4.72982
C22 -1.18939 -1.41747 -5.14884
C23 -1.67277 0.00000 -4.86005
C24 0.58711 -1.81377 -3.37501
C25 2.03635 -2.19567 -3.16999
N7 -0.18979 -1.62437 -2.35365
H38 2.02961 -0.49614 -7.40693
H39 2.24728 0.19407 -5.77189
H40 0.66291 0.24450 -6.54763
H41 2.03355 -2.33707 -5.62614
H42 0.65138 -2.36461 -6.68329
H43 -1.85475 -2.16865 -4.65357
H44 -1.25071 -1.62896 -6.23122
H45 -1.54288 0.23738 -3.80899
H46 -2.71357 0.01897 -5.13667
H47 -1.07286 0.73899 -5.42508
H48 2.70930 -1.45403 -3.55790
H49 2.31224 -3.18861 -3.57110
H50 2.19400 -2.30580 -2.10608
H51 -1.12957 -1.28314 -2.60589